[1]
Entry from OMol25: 17 unconnected molecules or ions with the total composition C63H155N5O17 (the ωB97M-V functional and the def2-TZVPD basis).

Cartesian coordinates (Å):
1 C 9.7898 11.2124 18.9844
2 O 8.9470 10.6492 20.0357
3 H 9.1706 11.6349 18.1856
4 H 10.3540 12.0361 19.3915
5 H 10.4431 10.4896 18.5271
6 H 8.4500 9.9213 19.6592
7 C 12.3024 9.3284 15.0711
8 O 11.6507 10.3691 15.8295
9 H 13.1093 9.7726 14.4899
10 H 12.7836 8.5682 15.6692
11 H 11.6628 8.8310 14.3325
12 H 10.8039 10.0556 16.1213
13 C 14.8932 15.3405 14.1747
14 O 15.2753 16.4609 13.3601
15 H 15.1990 15.4859 15.2366
16 H 13.8430 15.1084 14.1420
17 H 15.3423 14.4144 13.7533
18 H 15.3245 17.2482 13.9022
19 C 21.8698 10.3435 19.0635
20 O 21.5095 11.7036 19.0117
21 H 21.5697 9.9139 18.1037
22 H 22.9276 10.1395 18.9845
23 H 21.3970 9.7560 19.8622
24 H 21.7138 12.1373 19.8442
25 C 12.1618 14.8524 16.6975
26 O 11.7276 15.5776 17.8340
27 H 13.2387 14.8969 16.6360
28 H 11.7863 13.8101 16.7639
29 H 11.7858 15.4232 15.8258
30 H 10.8765 15.9623 17.7646
31 C 18.5618 8.7467 22.3730
32 O 18.5068 7.8317 23.4847
33 H 18.1693 9.6990 22.7252
34 H 19.6148 8.9513 22.0994
35 H 17.9821 8.2426 21.5952
36 H 18.8412 8.2692 24.2697
37 C 17.1089 11.3949 13.3251
38 C 16.4922 9.9969 12.9854
39 C 15.2086 10.0797 12.1054
40 C 15.4424 10.3287 10.6320
41 C 16.5098 9.3960 10.0739
42 C 17.8466 9.3951 10.8781
43 N 17.4722 9.1471 12.3028
44 O 18.6268 9.0555 13.0871
45 C 18.6888 8.1998 10.3977
46 C 18.5888 10.7165 10.5992
47 C 16.0869 9.3869 14.3163
48 H 18.0320 11.2187 13.8649
49 H 16.4360 11.9402 14.0022
50 H 17.1823 11.9760 12.3990
51 H 14.6698 9.1863 12.3285
52 H 14.5762 10.8665 12.5552
53 H 15.7319 11.3780 10.4350
54 H 14.5000 10.1210 10.1361
55 H 16.7867 9.5739 9.0360
56 H 16.1246 8.3589 10.0020
57 H 18.1948 7.2921 10.7133
58 H 18.7754 8.2689 9.3068
59 H 19.6784 8.2718 10.8078
60 H 17.9218 11.5809 10.6306
61 H 19.2590 10.9214 11.4448
62 H 19.1071 10.5920 9.6287
63 H 15.5727 8.4337 14.1414
64 H 15.3554 10.0114 14.8134
65 H 17.0041 9.1825 14.8371
66 H 19.0816 9.9436 13.1621
67 C 13.6709 11.8099 18.9812
68 C 15.0513 11.5997 18.4542
69 C 15.2282 12.5496 17.2429
70 C 16.6908 12.6869 16.7966
71 C 17.5009 13.1776 17.9452
72 C 17.4108 12.1961 19.1650
73 N 15.9754 12.0327 19.5622
74 O 15.8406 11.2450 20.7598
75 C 18.0850 10.7722 18.9463
76 C 18.1466 12.9323 20.3357
77 C 15.1888 10.0931 18.0258
78 H 12.9195 11.4482 18.2945
79 H 13.5185 12.8909 19.0987
80 H 13.5968 11.3176 19.9518
81 H 14.5410 12.1719 16.4911
82 H 14.8526 13.5575 17.4384
83 H 16.7337 13.4309 15.9671
84 H 17.0587 11.7130 16.5086
85 H 17.2553 14.1981 18.2962
86 H 18.6082 13.2575 17.7369
87 H 19.1676 10.9224 19.0476
88 H 17.7986 10.0877 19.7397
89 H 17.9159 10.3491 17.9732
90 H 19.1148 13.2398 19.9622
91 H 17.5691 13.7592 20.7235
92 H 18.2697 12.3178 21.2317
93 H 14.2102 9.6517 17.9469
94 H 15.6248 9.4071 18.7674
95 H 15.7364 10.0171 17.1022
96 H 15.1436 11.7501 21.1963
97 C 22.3346 13.6775 11.5566
98 C 22.5176 14.0161 13.0426
99 C 22.9664 15.4522 13.2455
100 C 21.8318 16.4087 12.9162
101 C 20.6374 16.2036 13.8023
102 C 20.0480 14.7902 13.6668
103 N 21.2184 13.8414 13.7741
104 O 20.7953 12.4675 13.6496
105 C 19.1313 14.5178 14.8921
106 C 19.2732 14.5397 12.3367
107 C 23.6024 13.0933 13.6211
108 H 21.9030 12.7067 11.4787
109 H 23.3209 13.7262 11.0553
110 H 21.7387 14.3920 10.9900
111 H 23.2540 15.5526 14.2960
112 H 23.8296 15.7352 12.6589
113 H 21.6076 16.4258 11.8503
114 H 22.1854 17.4281 13.1393
115 H 19.8894 17.0146 13.6697
116 H 20.8958 16.4018 14.8558
117 H 18.1440 14.9331 14.6820
118 H 19.0535 13.4529 14.9435
119 H 19.5627 15.0398 15.7221
120 H 18.2163 14.5020 12.6063
121 H 19.4417 15.3206 11.5931
122 H 19.5512 13.5273 12.0286
123 H 23.6663 12.0854 13.2089
124 H 23.4169 13.0367 14.7011
125 H 24.5749 13.5736 13.4723
126 H 21.0669 12.0871 14.4937
127 C 12.6155 12.9366 22.7479
128 C 12.4537 13.4371 24.2173
129 C 11.9596 12.2583 25.1216
130 C 13.0430 11.2231 25.3992
131 C 14.3044 11.8339 26.0543
132 C 14.8542 13.0239 25.2274
133 N 13.6811 13.9682 24.8899
134 O 14.1789 15.0653 24.0817
135 C 15.8927 13.7594 26.0914
136 C 15.4837 12.5487 23.9097
137 C 11.4072 14.5569 24.2061
138 H 13.0668 11.9282 22.7403
139 H 13.1837 13.6982 22.1734
140 H 11.6118 12.7803 22.3618
141 H 11.5838 12.7718 26.0149
142 H 11.1044 11.8548 24.5762
143 H 13.3455 10.6296 24.5308
144 H 12.7002 10.4651 26.0635
145 H 15.0854 11.1086 26.1883
146 H 14.0726 12.3164 26.9794
147 H 15.4073 14.1232 26.9904
148 H 16.6441 13.0096 26.3625
149 H 16.4160 14.5424 25.5473
150 H 15.7252 13.3908 23.2627
151 H 16.4705 12.1315 24.1705
152 H 14.8921 11.7471 23.4801
153 H 11.7150 15.3866 23.5702
154 H 11.3494 14.9586 25.2131
155 H 10.4010 14.1509 23.9609
156 H 13.9353 15.8126 24.6401
157 C 17.8550 15.8154 23.7705
158 C 18.6843 16.9023 23.0766
159 C 17.7646 17.6699 22.1369
160 C 18.3029 19.0245 21.7345
161 C 18.5984 19.8687 22.9658
162 C 19.6136 19.1966 23.8463
163 N 19.1646 17.8229 24.1036
164 O 19.9112 17.2017 25.0950
165 C 20.9878 19.2682 23.2220
166 C 19.6122 19.8947 25.2224
167 C 19.8299 16.1867 22.3385
168 H 17.2665 16.3558 24.5089
169 H 18.5325 15.0428 24.1548
170 H 17.2411 15.3068 23.0232
171 H 17.5934 17.0058 21.2924
172 H 16.7970 17.8310 22.6218
173 H 17.4987 19.5453 21.2120
174 H 19.1421 18.9922 21.0339
175 H 17.7306 20.0852 23.5447
176 H 18.9966 20.8689 22.7579
177 H 20.9489 18.9811 22.1789
178 H 21.2918 20.2958 23.2813
179 H 21.7392 18.7133 23.7549
180 H 20.2534 19.3716 25.9328
181 H 19.8724 20.9545 25.0553
182 H 18.6062 19.8339 25.6266
183 H 19.3893 15.3710 21.7299
184 H 20.5543 15.8242 23.0764
185 H 20.3378 16.9181 21.6696
186 H 20.7801 16.9296 24.7233
187 C 18.0973 16.8847 18.4673
188 C 16.8144 17.6489 18.1152
189 O 15.8938 16.8944 17.3973
190 H 17.9666 16.0553 19.1782
191 H 18.8361 17.4837 18.9775
192 H 18.5285 16.5845 17.5163
193 H 17.0801 18.4693 17.4231
194 H 16.3941 18.1729 18.9873
195 H 15.1771 16.7285 18.0350
196 C 15.0019 15.3757 20.7288
197 C 13.8149 16.2914 20.4962
198 O 13.7854 16.6601 19.1237
199 H 15.0200 15.1675 21.8217
200 H 15.8630 15.9096 20.3893
201 H 14.9006 14.4622 20.1262
202 H 13.7912 17.1779 21.1187
203 H 12.8497 15.8219 20.6992
204 H 12.9946 16.3791 18.6520
205 C 22.4346 14.6096 17.1420
206 C 21.2952 15.0650 18.0764
207 O 21.8062 15.4451 19.3768
208 H 23.1144 15.4295 16.9589
209 H 22.0062 14.1581 16.2700
210 H 23.0475 13.8460 17.6275
211 H 20.6370 14.1968 18.1870
212 H 20.6959 15.8466 17.6285
213 H 21.1104 15.9060 19.8589
214 C 15.1394 8.7261 22.6820
215 C 13.8499 9.0341 21.9620
216 O 13.0412 7.8808 22.0832
217 H 15.5484 7.7863 22.3577
218 H 14.9988 8.6493 23.7559
219 H 15.8413 9.5757 22.4508
220 H 14.0288 9.3344 20.9126
221 H 13.3932 9.9116 22.4311
222 H 12.0924 7.9752 22.0599
223 C 11.2081 13.1795 13.1429
224 C 12.4578 12.3777 13.1673
225 O 12.9989 12.4857 14.4595
226 H 10.8888 13.2247 12.0873
227 H 11.4613 14.1277 13.5711
228 H 10.4113 12.8426 13.8176
229 H 13.2272 12.7741 12.5020
230 H 12.2617 11.3583 12.8059
231 H 12.4390 11.8788 14.9898
232 C 21.9334 11.7416 23.0968
233 C 21.6637 13.1824 22.5827
234 O 21.9445 13.2153 21.1809
235 H 22.9456 11.3721 23.0194
236 H 21.3042 11.1491 22.4405
237 H 21.6509 11.6503 24.1219
238 H 22.2464 13.9403 23.0975
239 H 20.6043 13.4007 22.7780
240 H 22.1323 14.0950 20.7896

Atoms 1-6, force components in eV/Å:
-1.4957 -0.0559 0.2998
0.9917 0.5917 -0.7044
-0.0999 -0.0136 0.0317
0.2512 0.0165 0.3766
0.4664 -0.4470 0.1035
-0.0547 -0.0830 -0.0866

Computed properties:
**Molecular weight**: 1255.0 g/mol
**ΔE to the lowest compared entry with this formula, charge and spin**: 0.00 kJ/mol

[2]
Entry from OMol25: a molecular structure, C63H66F16N2O4Si2 (the ωB97M-V functional and the def2-TZVPD basis).

Cartesian coordinates (Å):
1 N 3.9670 -0.7472 1.5835
2 C 2.9937 -0.8448 0.8149
3 C 3.1807 -1.6553 -0.4672
4 Si 1.5310 -2.2404 -1.2264
5 C 1.0203 -1.1442 -2.6848
6 C 1.7624 0.2107 -2.7655
7 C 1.3612 1.2018 -1.6599
8 C 0.1031 1.9851 -1.9860
9 F -0.9537 1.2019 -2.2338
10 F 0.3052 2.7379 -3.0811
11 C -0.2785 2.9249 -0.7970
12 F 0.7660 3.2564 -0.0725
13 F -1.0925 2.2897 0.0107
14 F -0.8287 4.0264 -1.2291
15 C 1.8533 -4.0714 -1.7079
16 O 3.0632 -4.2791 -2.4746
17 C 3.0170 -3.8988 -3.7417
18 F 3.4870 -2.6775 -3.9271
19 F 1.8325 -3.9876 -4.3083
20 F 3.8290 -4.6944 -4.4281
21 O 0.3752 -2.0128 -0.0201
22 Si -0.6936 -3.2586 0.3292
23 C -2.4263 -2.5414 0.5482
24 C -2.7851 -1.5065 -0.5635
25 C -3.9407 -2.0364 -1.4577
26 C -3.4914 -2.6353 -2.8267
27 N -2.0373 -2.7610 -3.0054
28 C -0.1816 -3.9633 2.0400
29 C 0.9200 -3.0727 2.6038
30 O 0.6926 -1.9952 2.9568
31 O 2.1952 -3.5585 2.7116
32 H 3.7155 -0.1920 2.4027
33 H 2.0312 -0.3962 1.0854
34 H 3.7267 -2.5530 -0.1432
35 H 3.8272 -1.1560 -1.1935
36 H 1.0950 -1.6336 -3.6602
37 H -0.0473 -0.9376 -2.5352
38 H 2.8478 0.0845 -2.7471
39 H 1.5352 0.6536 -3.7425
40 H 1.2381 0.7458 -0.6720
41 H 2.1705 1.9316 -1.5632
42 H 0.9848 -4.5823 -2.1309
43 H 2.0299 -4.5968 -0.7574
44 H -0.8109 -4.2968 -0.7070
45 H -3.0970 -3.4125 0.5253
46 H -2.5383 -2.0939 1.5412
47 H -3.1811 -0.6349 -0.0330
48 H -1.9210 -1.1466 -1.1217
49 H -4.6463 -1.2190 -1.6432
50 H -4.5241 -2.7907 -0.9220
51 H -3.8848 -2.0115 -3.6301
52 H -3.9482 -3.6260 -2.9566
53 H -1.7600 -2.5138 -3.9445
54 H -1.6891 -3.6727 -2.7429
55 H -1.0114 -3.8288 2.7367
56 H 0.1066 -5.0192 2.0081
57 H 2.2993 -4.1037 1.9137
58 F 2.7924 0.3554 4.3899
59 C 3.6344 -0.1374 5.3220
60 C 4.4885 -1.1687 4.9818
61 C 5.3568 -1.6683 5.9422
62 C 5.3525 -1.1397 7.2264
63 C 4.4842 -0.1065 7.5519
64 C 3.6211 0.4040 6.5922
65 H 4.4720 -1.5739 3.9779
66 H 6.0373 -2.4710 5.6885
67 H 6.0276 -1.5340 7.9737
68 H 4.4779 0.3034 8.5538
69 H 2.9424 1.2154 6.8237
70 F 2.3606 -6.1550 1.9153
71 C 3.2104 -6.6883 2.8301
72 C 3.9585 -7.7924 2.4775
73 C 4.8320 -8.3386 3.4067
74 C 4.9371 -7.7803 4.6735
75 C 4.1723 -6.6715 5.0112
76 C 3.3045 -6.1144 4.0828
77 H 3.8563 -8.2174 1.4870
78 H 5.4305 -9.2003 3.1418
79 H 5.6166 -8.2106 5.3981
80 H 4.2513 -6.2382 5.9997
81 H 2.7092 -5.2460 4.3255
82 F -5.4030 -0.3221 1.0665
83 C -5.9944 0.7632 0.5324
84 C -5.8986 1.9759 1.1861
85 C -6.5074 3.0920 0.6290
86 C -7.2095 2.9804 -0.5649
87 C -7.2980 1.7524 -1.2068
88 C -6.6815 0.6376 -0.6575
89 H -5.3543 2.0411 2.1193
90 H -6.4346 4.0499 1.1273
91 H -7.6866 3.8521 -0.9945
92 H -7.8469 1.6618 -2.1359
93 H -6.7332 -0.3255 -1.1492
94 F 5.1083 2.1839 10.4803
95 C 3.8471 2.6517 10.5349
96 C 2.8019 1.7623 10.7066
97 C 1.5032 2.2460 10.7671
98 C 1.2621 3.6076 10.6448
99 C 2.3211 4.4873 10.4677
100 C 3.6230 4.0095 10.4174
101 H 3.0071 0.7027 10.7919
102 H 0.6787 1.5595 10.9088
103 H 0.2476 3.9827 10.6878
104 H 2.1337 5.5486 10.3684
105 H 4.4613 4.6818 10.2884
106 F -3.5278 5.7062 -7.5853
107 C -2.5328 4.8229 -7.3557
108 C -2.0095 4.7138 -6.0830
109 C -0.9909 3.8012 -5.8482
110 C -0.5046 3.0204 -6.8891
111 C -1.0396 3.1472 -8.1639
112 C -2.0654 4.0510 -8.4008
113 H -2.3977 5.3370 -5.2875
114 H -0.5783 3.7004 -4.8563
115 H 0.2930 2.3118 -6.7046
116 H -0.6579 2.5416 -8.9757
117 H -2.5012 4.1588 -9.3860
118 F 8.4436 -1.6783 7.6383
119 C 8.9845 -0.4613 7.8390
120 C 8.9767 0.0788 9.1101
121 C 9.5383 1.3306 9.3160
122 C 10.0896 2.0292 8.2505
123 C 10.0844 1.4738 6.9782
124 C 9.5331 0.2181 6.7693
125 H 8.5346 -0.4777 9.9267
126 H 9.5447 1.7615 10.3088
127 H 10.5234 3.0077 8.4128
128 H 10.5099 2.0196 6.1461
129 H 9.5265 -0.2344 5.7861
130 F -8.2662 6.9065 -12.6117
131 C -7.3875 6.4828 -11.6828
132 C -6.4800 5.4964 -12.0147
133 C -5.5726 5.0650 -11.0570
134 C -5.5900 5.6155 -9.7815
135 C -6.5131 6.6031 -9.4650
136 C -7.4159 7.0455 -10.4219
137 H -6.4871 5.0744 -13.0115
138 H -4.8510 4.2974 -11.3066
139 H -4.8860 5.2758 -9.0365
140 H -6.5301 7.0300 -8.4705
141 H -8.1373 7.8204 -10.1963
142 F -6.0143 -2.3477 -4.8811
143 C -6.5934 -1.2476 -5.4002
144 C -6.4730 -0.0465 -4.7279
145 C -7.0638 1.0887 -5.2639
146 C -7.7732 1.0070 -6.4550
147 C -7.8877 -0.2097 -7.1145
148 C -7.2898 -1.3461 -6.5880
149 H -5.9215 -0.0046 -3.7960
150 H -6.9704 2.0378 -4.7516
151 H -8.2365 1.8933 -6.8694
152 H -8.4435 -0.2743 -8.0408
153 H -7.3606 -2.3015 -7.0916

Atoms 1-6, force components in eV/Å:
1.1757 0.3749 1.1575
-0.4995 -0.1093 -1.0744
-0.9813 -0.5402 0.3446
0.7418 1.4302 -0.2477
-0.0415 0.1755 0.1546
-0.4294 -0.2278 -0.0321

Computed properties:
**DFT total energy**: -5027.681081 Ha
**Molecular weight**: 1275.4 g/mol

Which of these has the highest molecular weight?
C63H66F16N2O4Si2

Among the records above, which one has the highest molecular weight?
C63H66F16N2O4Si2

What is the formula in the first record?
C63H155N5O17

Which of these has the highest molecular weight?
C63H66F16N2O4Si2